DFT (ωB97M-V/def2-TZVPD) results for C4H6N2O in the gas phase at a distorted geometry.

The largest force on an atom comes out at 2.0 eV/Å. Its spin multiplicity is 1. As for the LUMO energy: 0.9 eV. The calculation puts the HOMO-LUMO gap at 10.379 eV. The relative energy (zero: lowest compared OMol25 entry of this formula, charge and spin) comes out at 58.9 kcal per mole.

Geometry (Å):
O1 -0.347 -0.213 2.582
C1 -0.356 -0.028 1.393
N1 -0.363 1.214 0.733
C2 0.409 0.989 -0.484
C3 -0.398 -0.226 -0.872
C4 0.260 -1.553 -0.705
N2 -0.542 -0.983 0.364
H1 -0.307 2.055 1.278
H2 1.465 0.769 -0.258
H3 0.353 1.796 -1.217
H4 -1.384 0.203 -1.079
H5 -0.142 -2.477 -1.116
H6 1.350 -1.548 -0.619



DFT (ωB97M-V/def2-TZVPD) results for a 12-piece molecular cluster, C72H204N27O18P9 overall at a distorted geometry.

The largest force on an atom comes out at 4.6 eV/Å. Its spin multiplicity is 1. As for the LUMO energy: 0.4 eV. The calculation puts the HOMO-LUMO gap at 8.480 eV. The relative energy (zero: lowest compared OMol25 entry of this formula, charge and spin) comes out at 62.5 kcal per mole.

Geometry (Å):
C1 1.919 -1.686 8.016
N1 2.183 -2.516 6.881
C2 1.366 -3.678 6.822
P1 3.811 -2.568 6.417
O1 4.675 -3.404 7.272
N2 3.630 -3.099 4.892
C3 4.474 -4.073 4.304
C4 2.587 -2.707 3.974
N3 4.211 -0.973 6.334
C5 3.557 -0.053 5.442
C6 5.498 -0.504 6.905
H1 2.362 -0.717 7.901
H2 2.319 -2.189 8.950
H3 0.820 -1.431 8.026
H4 1.684 -4.290 7.734
H5 1.531 -4.172 5.856
H6 0.311 -3.458 6.855
H7 3.896 -4.900 3.923
H8 5.069 -3.650 3.478
H9 5.103 -4.495 5.083
H10 1.901 -2.090 4.472
H11 2.916 -2.298 2.987
H12 2.014 -3.595 3.685
H13 3.608 0.921 5.940
H14 4.127 0.250 4.511
H15 2.508 -0.203 5.284
H16 5.996 -1.309 7.365
H17 5.336 0.233 7.678
H18 6.059 -0.099 6.097
C7 5.547 -2.612 -2.458
N4 4.707 -3.153 -1.388
C8 3.780 -2.239 -0.753
P2 4.207 -4.725 -1.585
O2 3.092 -5.061 -2.551
N5 5.509 -5.588 -2.098
C9 5.382 -6.680 -3.022
C10 6.775 -5.442 -1.466
N6 3.805 -5.235 -0.077
C11 3.299 -6.561 -0.028
C12 4.577 -4.801 1.080
H19 6.133 -3.355 -2.993
H20 6.136 -1.919 -1.905
H21 5.023 -2.086 -3.211
H22 2.792 -2.213 -1.175
H23 4.286 -1.295 -0.656
H24 3.623 -2.510 0.265
H25 4.553 -7.366 -2.749
H26 5.212 -6.321 -4.061
H27 6.288 -7.265 -2.996
H28 6.890 -4.494 -0.888
H29 7.025 -6.260 -0.830
H30 7.548 -5.493 -2.264
H31 2.652 -6.736 -0.857
H32 4.094 -7.352 -0.078
H33 2.747 -6.616 0.950
H34 4.804 -3.780 1.155
H35 5.524 -5.356 1.147
H36 4.033 -5.124 1.960
C13 -1.093 -2.194 -4.709
N7 -0.253 -3.323 -4.236
C14 0.548 -3.056 -3.096
P3 0.139 -4.516 -5.329
O3 -0.523 -4.322 -6.652
N8 1.774 -4.581 -5.320
C15 2.682 -5.737 -5.524
C16 2.439 -3.290 -5.469
N9 -0.289 -6.043 -4.714
C17 0.140 -6.543 -3.409
C18 -1.103 -6.979 -5.462
H37 -0.509 -1.268 -4.654
H38 -1.946 -2.151 -4.051
H39 -1.324 -2.380 -5.728
H40 1.203 -3.904 -2.932
H41 0.001 -3.085 -2.118
H42 1.135 -2.145 -3.257
H43 3.318 -5.824 -4.644
H44 2.058 -6.558 -5.757
H45 3.354 -5.481 -6.326
H46 3.251 -3.251 -4.699
H47 2.790 -3.193 -6.553
H48 1.784 -2.411 -5.278
H49 0.903 -5.862 -3.005
H50 -0.607 -6.629 -2.678
H51 0.540 -7.594 -3.598
H52 -1.133 -6.738 -6.457
H53 -2.123 -6.874 -5.114
H54 -0.674 -8.023 -5.416
C19 -7.392 6.215 1.190
N10 -6.141 5.433 1.088
C20 -5.259 5.480 2.252
P4 -6.546 3.904 0.496
O4 -7.476 3.149 1.314
N11 -7.323 4.300 -0.902
C21 -6.699 5.232 -1.883
C22 -8.658 3.873 -1.225
N12 -5.085 3.166 0.218
C23 -5.001 1.721 0.019
C24 -4.080 3.939 -0.365
H55 -8.127 5.709 1.858
H56 -7.867 6.383 0.246
H57 -7.086 7.193 1.524
H58 -4.892 6.458 2.567
H59 -4.352 4.965 1.982
H60 -5.717 5.130 3.168
H61 -7.560 5.688 -2.454
H62 -6.168 6.033 -1.378
H63 -6.096 4.724 -2.603
H64 -9.256 4.778 -1.273
H65 -8.734 3.274 -2.110
H66 -9.089 3.346 -0.343
H67 -5.989 1.312 -0.249
H68 -4.299 1.561 -0.850
H69 -4.640 1.139 0.887
H70 -3.229 4.021 0.296
H71 -4.487 4.920 -0.528
H72 -3.698 3.593 -1.356
C25 -3.565 -4.786 -4.022
N13 -4.552 -4.033 -3.277
C26 -5.637 -3.379 -4.087
P5 -4.013 -3.414 -1.773
O5 -2.936 -2.411 -1.743
N14 -5.326 -2.795 -1.009
C27 -5.389 -1.385 -0.679
C28 -6.288 -3.750 -0.503
N15 -3.390 -4.743 -1.033
C29 -3.961 -6.048 -1.058
C30 -2.012 -4.662 -0.515
H73 -3.478 -4.457 -5.048
H74 -3.806 -5.908 -4.087
H75 -2.642 -4.622 -3.571
H76 -5.445 -3.540 -5.196
H77 -5.664 -2.289 -4.009
H78 -6.598 -3.865 -3.922
H79 -6.116 -1.194 0.140
H80 -4.412 -0.918 -0.387
H81 -5.705 -0.777 -1.564
H82 -7.051 -4.065 -1.167
H83 -5.759 -4.665 -0.171
H84 -6.829 -3.290 0.337
H85 -3.324 -6.759 -1.661
H86 -3.929 -6.512 -0.049
H87 -4.981 -6.016 -1.490
H88 -1.206 -4.834 -1.244
H89 -1.990 -5.451 0.222
H90 -1.703 -3.808 0.026
C31 -3.552 0.885 -4.132
N16 -3.966 0.941 -5.518
C32 -3.232 -0.108 -6.322
P6 -5.350 1.670 -6.114
O6 -5.389 1.890 -7.527
N17 -6.770 1.115 -5.521
C33 -7.391 -0.018 -6.224
C34 -7.048 1.074 -4.133
N18 -5.272 3.126 -5.195
C35 -4.032 3.821 -5.510
C36 -6.412 4.031 -5.598
H91 -3.574 -0.129 -3.788
H92 -4.128 1.605 -3.514
H93 -2.522 1.231 -4.130
H94 -3.782 -0.261 -7.267
H95 -3.267 -0.960 -5.658
H96 -2.230 0.219 -6.591
H97 -8.490 0.048 -6.165
H98 -7.213 0.116 -7.245
H99 -7.011 -0.928 -5.805
H100 -6.770 2.037 -3.738
H101 -8.160 1.008 -4.064
H102 -6.559 0.261 -3.558
H103 -3.887 4.659 -4.802
H104 -3.158 3.202 -5.418
H105 -4.049 4.262 -6.528
H106 -7.323 3.496 -5.566
H107 -6.248 4.427 -6.598
H108 -6.409 4.800 -4.865
C37 3.994 4.406 0.665
N19 3.317 4.463 -0.598
C38 2.173 5.273 -0.511
P7 3.949 3.962 -2.049
O7 3.273 4.508 -3.258
N20 5.600 4.312 -1.902
C39 6.607 3.537 -2.581
C40 6.120 5.651 -1.758
N21 3.854 2.334 -2.203
C41 3.993 1.386 -1.131
C42 3.741 1.816 -3.558
H109 4.990 4.020 0.547
H110 3.409 3.727 1.306
H111 4.021 5.391 1.196
H112 1.642 5.336 -1.499
H113 2.448 6.393 -0.319
H114 1.494 4.972 0.378
H115 7.492 3.329 -1.940
H116 6.172 2.619 -2.966
H117 6.884 3.995 -3.523
H118 7.093 5.587 -1.243
H119 6.290 6.169 -2.737
H120 5.326 6.225 -1.258
H121 3.138 0.702 -1.155
H122 4.960 0.803 -1.203
H123 4.042 1.828 -0.143
H124 4.500 0.988 -3.549
H125 4.090 2.562 -4.264
H126 2.742 1.404 -3.829
C43 -2.133 -0.871 1.094
N22 -0.700 -0.962 1.224
C44 -0.089 -2.125 1.865
P8 0.331 0.272 0.790
O8 1.756 -0.191 0.733
N23 -0.395 1.002 -0.518
C45 -0.239 2.381 -0.826
C46 -0.744 0.103 -1.649
N24 0.191 1.441 2.062
C47 1.388 1.671 2.960
C48 -1.075 1.636 2.842
H127 -2.584 -1.699 0.427
H128 -2.547 0.023 0.596
H129 -2.562 -0.994 2.081
H130 0.939 -2.099 1.651
H131 -0.467 -3.100 1.418
H132 -0.334 -2.283 2.968
H133 0.564 2.568 -1.680
H134 -1.134 2.868 -1.150
H135 0.045 3.006 -0.010
H136 -0.076 0.245 -2.555
H137 -0.622 -0.919 -1.292
H138 -1.748 0.305 -1.982
H139 1.283 2.638 3.378
H140 1.440 0.878 3.715
H141 2.240 1.505 2.339
H142 -1.948 1.615 2.235
H143 -1.096 2.648 3.329
H144 -1.210 0.894 3.654
C49 1.389 6.860 5.857
N25 0.000 6.583 5.715
C50 -0.807 7.530 6.399
P9 -0.586 5.468 4.695
O9 0.371 4.347 4.548
N26 -2.052 5.123 5.332
C51 -3.334 4.980 4.674
C52 -2.068 4.560 6.686
N27 -0.921 6.215 3.190
C53 -1.422 7.575 3.214
C54 -1.050 5.415 1.976
H145 1.830 7.662 5.283
H146 2.016 6.029 5.547
H147 1.572 6.961 6.959
H148 -0.894 8.497 5.893
H149 -0.257 7.697 7.310
H150 -1.804 7.200 6.675
H151 -3.241 5.339 3.716
H152 -3.707 3.885 4.646
H153 -4.180 5.509 5.164
H154 -1.048 4.638 7.100
H155 -2.855 5.062 7.296
H156 -2.242 3.504 6.585
H157 -2.463 7.674 3.470
H158 -0.835 8.156 3.882
H159 -1.201 7.991 2.197
H160 -2.116 5.321 1.674
H161 -0.576 4.382 2.072
H162 -0.590 5.911 1.144
C55 -5.086 -3.462 2.559
O10 -4.500 -3.605 3.828
C56 -3.100 -3.915 3.723
C57 -2.436 -3.553 5.020
O11 -2.046 -2.171 5.117
C58 -2.356 -1.744 6.399
C59 -2.037 -0.241 6.512
O12 -0.617 -0.008 6.511
C60 -0.306 1.337 6.581
H163 -4.599 -2.546 2.076
H164 -6.210 -3.473 2.804
H165 -4.789 -4.307 1.884
H166 -2.719 -3.378 2.803
H167 -2.990 -4.989 3.643
H168 -1.547 -4.194 5.144
H169 -3.119 -3.910 5.789
H170 -1.816 -2.373 7.166
H171 -3.409 -1.855 6.592
H172 -2.315 0.171 7.546
H173 -2.438 0.399 5.743
H174 -0.678 1.738 7.573
H175 -0.673 1.897 5.747
H176 0.792 1.467 6.668
C61 7.168 -1.909 3.350
O13 6.713 -2.463 2.097
C62 7.796 -2.828 1.245
C63 8.470 -4.073 1.655
O14 9.531 -4.318 0.709
C64 9.926 -5.703 0.801
C65 10.969 -6.012 -0.345
O15 11.650 -7.218 -0.284
C66 12.587 -7.428 0.781
H177 7.643 -0.949 3.127
H178 7.880 -2.540 3.806
H179 6.319 -1.639 4.008
H180 8.545 -2.108 1.055
H181 7.348 -2.954 0.293
H182 7.809 -4.981 1.653
H183 8.856 -3.939 2.675
H184 9.011 -6.321 0.729
H185 10.501 -5.914 1.739
H186 11.672 -5.141 -0.294
H187 10.433 -5.953 -1.311
H188 12.244 -7.136 1.784
H189 13.450 -6.836 0.569
H190 12.887 -8.436 0.704
C67 -3.970 7.999 0.055
O16 -2.891 7.174 -0.371
C68 -2.843 6.889 -1.766
C69 -1.405 6.404 -1.973
O17 -1.208 5.917 -3.252
C70 0.063 5.298 -3.423
C71 0.180 4.618 -4.768
O18 -0.409 3.323 -4.511
C72 -0.338 2.446 -5.610
H191 -4.885 7.377 0.286
H192 -4.342 8.734 -0.668
H193 -3.599 8.473 0.944
H194 -2.958 7.788 -2.350
H195 -3.506 6.066 -2.123
H196 -1.353 5.591 -1.246
H197 -0.630 7.109 -1.762
H198 0.114 4.453 -2.714
H199 0.845 6.023 -3.282
H200 1.245 4.596 -5.128
H201 -0.463 5.152 -5.522
H202 -1.117 2.652 -6.361
H203 -0.555 1.433 -5.231
H204 0.706 2.335 -6.030



DFT (ωB97M-V/def2-TZVPD) results for C24H41BeBr4ClCsNO11P as an isolated structure at a distorted geometry.

The largest force on an atom comes out at 8.9 eV/Å. Its spin multiplicity is 1. As for the LUMO energy: -8.2 eV. Its net charge is +1. The calculation puts the HOMO-LUMO gap at 1.309 eV. The relative energy (zero: lowest compared OMol25 entry of this formula, charge and spin) comes out at 76.3 kcal per mole.

Geometry (Å):
C1 -4.285 -0.250 -1.725
O1 -4.503 -1.707 -1.697
C2 -4.468 -2.251 -0.330
C3 -3.102 -1.755 0.494
C4 -2.835 -2.906 1.646
C5 -1.444 -2.669 2.513
O2 -0.614 -1.556 2.030
C6 0.296 -1.959 0.946
O3 0.484 -3.196 0.478
O4 1.116 -0.861 0.339
P1 1.052 -0.919 -1.400
O5 1.867 0.374 -1.914
O6 -0.561 -0.746 -2.073
O7 1.922 -2.298 -2.082
H1 -4.719 0.326 -0.795
H2 -3.103 -0.085 -1.763
H3 -4.692 0.235 -2.737
H4 -4.442 -3.437 -0.447
H5 -5.451 -2.000 0.253
H6 -3.344 -0.754 1.069
H7 -2.204 -1.620 -0.244
H8 -3.755 -2.819 2.401
H9 -2.850 -3.964 1.132
H10 -0.885 -3.688 2.644
H11 -1.809 -2.357 3.606
H12 -0.393 -0.511 -3.043
H13 1.422 -2.558 -2.910
C7 -5.917 -0.357 -5.288
O8 -4.840 -0.849 -5.701
O9 -6.915 -1.215 -5.440
O10 -6.179 0.757 -4.782
H14 -6.313 -1.881 -5.830
C8 5.600 1.591 -5.779
C9 6.536 0.809 -4.872
O11 6.378 1.120 -3.489
C10 5.092 0.871 -2.926
C11 4.665 -0.585 -3.015
H15 5.745 2.669 -5.642
H16 5.787 1.340 -6.828
H17 4.551 1.373 -5.567
H18 7.569 1.061 -5.133
H19 6.432 -0.268 -5.031
H20 4.346 1.530 -3.383
H21 5.151 1.157 -1.870
H22 4.582 -0.925 -4.050
H23 3.692 -0.726 -2.536
H24 5.398 -1.229 -2.517
C12 2.208 -2.571 3.637
C13 2.131 -3.436 4.728
C14 2.677 -3.061 5.956
C15 3.291 -1.816 6.095
C16 3.364 -0.950 5.004
C17 2.827 -1.329 3.774
H25 1.786 -2.865 2.680
H26 1.647 -4.403 4.622
H27 2.623 -3.738 6.804
H28 3.712 -1.522 7.053
H29 3.842 0.021 5.113
H30 2.889 -0.656 2.924
C18 -5.065 -2.199 5.431
Br1 -5.910 -2.069 3.684
Br2 -3.508 -3.365 5.396
Br3 -4.641 -0.447 6.162
H31 -5.794 -2.660 6.105
Cs1 -2.800 0.425 2.314
C19 -1.247 5.362 -1.101
C20 -2.554 5.297 -0.619
C21 -3.181 6.449 -0.145
C22 -2.504 7.669 -0.162
C23 -1.198 7.734 -0.647
C24 -0.568 6.581 -1.113
H32 -0.757 4.464 -1.467
H33 -3.084 4.348 -0.612
H34 -4.197 6.397 0.237
H35 -2.994 8.567 0.203
H36 -0.671 8.685 -0.662
H37 0.451 6.631 -1.486
N1 4.638 0.136 0.376
H38 4.717 -0.748 0.893
H39 3.837 0.087 -0.265
H40 4.499 0.908 1.039
H41 5.497 0.297 -0.162
Cl1 -4.799 3.618 0.390
Be1 -1.297 -4.864 5.616
Br4 0.074 -1.286 5.485



DFT (ωB97M-V/def2-TZVPD) results for C4H7NO2 as an isolated structure.

The largest force on an atom comes out at 0.7 eV/Å. Its spin multiplicity is 1. As for the LUMO energy: 0.5 eV. The calculation puts the HOMO-LUMO gap at 8.259 eV. The relative energy (zero: lowest compared OMol25 entry of this formula, charge and spin) comes out at 73.0 kcal per mole.

Geometry (Å):
C1 1.029 -1.282 -0.042
C2 0.381 0.005 -0.610
C3 0.875 1.298 0.217
O1 0.222 0.079 -1.879
C4 -0.880 0.323 0.261
O2 -0.406 1.275 1.010
N1 -2.136 -0.038 0.200
H1 2.041 -1.354 -0.452
H2 1.074 -1.332 1.057
H3 0.454 -2.137 -0.413
H4 0.853 2.189 -0.411
H5 1.745 1.261 0.879
H6 -2.882 0.415 0.711
H7 -2.371 -0.702 -0.529



- Which of these has the highest relative energy (zero: lowest compared OMol25 entry of this formula, charge and spin)?
  C24H41BeBr4ClCsNO11P



- Look up the HOMO-LUMO gap of the fourth one.
  8.259 eV



- What is the HOMO-LUMO gap in the first record?
  10.379 eV



- What is the formula in the first record?
  C4H6N2O